{
  "formula": "C43H38FIN6O12",
  "method": "wB97M-V/def2-TZVPD",
  "homo_lumo_gap_ev": 8.74,
  "lumo_energy_ev": -0.641,
  "max_force_ev_per_a": 3.3,
  "multiplicity": 1,
  "smiles": "CC[C@H](I)N1C(=O)c2cccc(CCF)c2C1=O.O=[N+]([O-])c1ccccc1.O=[N+]([O-])c1ccccc1.O=[N+]([O-])c1ccccc1.O=[N+]([O-])c1ccccc1.O=[N+]([O-])c1ccccc1",
  "symbols": ["H", "C", "C", "O", "H", "H", "C", "H", "I", "N", "C", "O", "H", "C", "H", "H", "O", "C", "C", "C", "H", "C", "H", "O", "C", "H", "C", "C", "H", "F", "C", "H", "H", "N", "C", "H", "C", "C", "H", "C", "C", "H", "C", "O", "O", "C", "H", "H", "C", "H", "C", "H", "C", "N", "H", "H", "C", "C", "C", "H", "H", "O", "C", "H", "H", "H", "C", "H", "C", "O", "H", "C", "O", "H", "N", "O", "C", "C", "H", "C", "C", "C", "C", "C", "H", "C", "C", "H", "H", "C", "H", "H", "C", "O", "N", "C", "C", "O", "H", "H", "N"],
  "xyz": [[-2.591, -3.494, 7.271], [7.370, -5.590, -7.154], [0.935, 1.181, -5.600], [-7.064, 1.482, 6.039], [-1.657, 2.943, 4.022], [1.444, 1.847, 3.591], [-4.375, -2.313, 7.227], [4.273, 2.372, 6.769], [3.069, 0.060, -7.952], [0.871, -0.203, -5.864], [-3.890, -1.228, -5.669], [-0.620, -1.427, -7.192], [9.092, -6.185, -6.020], [0.568, 2.116, -1.083], [3.167, 0.199, -3.678], [-0.250, 1.610, -1.575], [-1.674, 1.673, 0.392], [6.265, -4.751, -7.217], [1.485, 3.194, 0.877], [-0.362, -0.481, -6.497], [-4.246, 2.193, -6.090], [1.675, 1.851, 4.646], [2.507, 1.872, 8.420], [-0.870, 2.679, 2.112], [2.701, -0.779, -3.808], [-3.852, -1.378, 7.085], [-5.736, -4.710, 7.592], [6.023, -3.845, -6.196], [5.165, -3.190, -6.242], [-2.825, -2.037, -5.318], [0.988, 1.572, 6.933], [-4.021, 3.294, 7.575], [1.637, -0.703, -3.586], [-0.791, 2.277, 0.963], [1.753, 2.352, -1.759], [5.592, -4.800, -8.062], [-2.649, 0.812, -6.334], [8.001, -4.624, -5.045], [-5.633, 1.381, 4.101], [-2.581, 2.772, 4.553], [-0.469, 1.680, -5.672], [2.967, -2.445, -5.110], [-4.816, 1.888, 4.592], [7.460, -2.766, -3.144], [-5.872, -0.066, 6.978], [3.012, -1.354, -5.186], [7.559, -6.293, -7.955], [0.216, 1.346, 7.656], [-2.368, 3.069, -5.449], [-0.314, 1.339, 5.244], [0.688, 1.567, 5.577], [-3.798, -5.627, 7.586], [-3.671, -3.501, 7.332], [-6.186, 2.044, 6.632], [1.862, 2.028, -2.786], [-4.447, 0.050, -7.289], [3.270, 2.147, 6.439], [0.454, 2.539, 0.230], [-5.755, -2.344, 7.304], [4.029, -1.139, -5.498], [3.152, -1.419, -3.048], [3.704, 2.411, 2.932], [2.036, -0.930, -6.316], [-6.264, -5.644, 7.733], [-0.361, 3.665, -4.874], [-2.972, -0.915, -7.566], [2.804, 3.002, -1.120], [1.648, -1.831, -6.782], [-3.516, -0.306, -6.845], [1.909, 1.836, -5.336], [-1.904, 3.703, 6.366], [-2.721, 3.195, 5.869], [5.670, -2.112, -4.144], [8.671, -4.571, -4.200], [4.014, 2.409, 4.109], [5.134, 2.614, 4.527], [-4.936, 2.310, 5.903], [-3.178, 2.056, -5.966], [-4.158, -0.600, -4.815], [-1.000, 2.897, -5.290], [2.276, 1.866, 7.363], [6.899, -3.793, -5.128], [-4.350, -4.699, 7.511], [2.954, 2.132, 5.093], [3.484, 3.928, 0.693], [-3.907, 2.966, 6.552], [-1.277, 0.669, -6.186], [-4.737, -1.853, -5.959], [3.731, 3.176, -1.650], [2.668, 3.423, 0.196], [-3.516, 1.797, 2.889], [-7.526, -3.528, 7.553], [-3.629, 2.123, 3.915], [-6.266, 2.437, 7.781], [6.659, -2.816, -4.053], [-6.448, -3.525, 7.490], [8.234, -5.529, -6.068], [-7.715, -1.136, 7.262], [1.382, 3.524, 1.899], [-2.856, 3.995, -5.167], [-6.507, -1.081, 7.173]],
  "forces_ev_per_angstrom": [[0.0, 0.0, 0.0], [0.0, 0.0, 0.0], [-0.5, 0.6, 0.7], [-1.0, 1.3, -1.0], [-0.1, 0.0, 0.1], [0.1, 0.0, 0.0], [0.2, 0.1, 0.0], [0.0, 0.0, -0.1], [-0.1, -0.1, 0.0], [0.7, 0.4, -1.3], [-0.3, 0.5, -0.5], [0.6, -0.1, 0.3], [0.0, 0.0, 0.0], [0.0, -0.1, -0.2], [-0.2, 0.1, -0.1], [-0.1, 0.0, 0.1], [0.0, 0.0, 0.0], [0.1, -0.1, 0.0], [0.1, 0.1, 0.2], [-1.2, 0.0, -0.2], [0.1, 0.2, 0.1], [-0.1, 0.0, -0.1], [0.0, 0.0, 0.0], [0.1, -0.1, -0.3], [0.7, 0.1, 0.3], [-0.1, 0.1, 0.0], [0.1, 0.0, 0.0], [-0.2, 0.1, -0.1], [0.0, 0.1, 0.1], [0.0, 0.1, 0.1], [0.0, 0.0, 0.0], [-0.1, -0.1, 0.0], [0.0, -0.1, -0.1], [0.0, 0.0, 0.0], [0.1, 0.0, 0.0], [0.0, 0.0, 0.0], [0.1, 0.2, -0.5], [0.2, -0.1, 0.1], [-0.1, 0.0, 0.1], [0.0, 0.1, 0.2], [-0.6, -0.2, -0.1], [-0.1, 0.0, -0.1], [0.0, -0.1, -0.2], [0.0, 0.0, 0.0], [1.1, -2.8, 1.2], [-0.4, 0.0, -0.2], [0.0, 0.0, 0.0], [0.0, 0.0, 0.0], [-0.6, 0.0, -0.1], [0.0, 0.0, 0.0], [0.1, 0.0, 0.1], [0.0, 0.0, 0.0], [-0.1, -0.1, 0.0], [-0.4, 1.9, -0.3], [0.0, 0.0, 0.0], [0.1, 0.2, 0.0], [0.1, 0.0, 0.2], [0.1, 0.0, -0.1], [0.1, -0.1, -0.1], [0.0, 0.2, 0.2], [-0.1, 0.0, 0.0], [0.0, 0.0, 0.1], [0.1, -0.6, 0.5], [0.0, 0.0, 0.0], [-0.1, 0.0, -0.1], [-0.1, 0.1, -0.1], [-0.1, 0.0, 0.0], [-0.1, 0.2, -0.2], [0.2, -0.5, 0.7], [0.1, -0.5, -0.1], [0.0, 0.0, 0.0], [-0.1, -0.1, -0.1], [0.2, -0.1, 0.1], [-0.1, 0.1, 0.0], [0.0, 0.0, 0.0], [0.0, 0.0, 0.0], [0.2, 0.0, 0.0], [0.4, -0.4, 0.0], [0.0, -0.3, 0.1], [0.3, 0.0, 0.1], [-0.1, 0.0, -0.1], [0.0, -0.1, -0.1], [0.0, 0.0, 0.0], [-0.1, -0.1, 0.1], [0.0, 0.0, 0.0], [0.2, 0.1, 0.1], [0.7, 0.1, 0.3], [0.1, -0.2, 0.2], [0.0, 0.0, 0.0], [0.0, 0.0, -0.2], [0.0, 0.0, 0.0], [0.0, 0.1, 0.0], [0.0, 0.0, 0.1], [0.1, -0.1, 0.0], [0.0, 0.0, 0.1], [-0.2, -0.2, 0.0], [-0.1, 0.0, -0.1], [0.0, 0.0, 0.1], [-0.1, 0.0, 0.0], [0.2, 0.0, 0.0], [0.1, -0.1, 0.0]],
  "lowdin_charge": [0.107, -0.070, -0.403, 0.063, 0.066, 0.102, -0.002, 0.120, 0.849, 0.001, -0.188, 0.134, 0.108, 0.003, 0.066, 0.117, 0.089, -0.060, -0.015, -0.335, 0.118, 0.006, 0.108, 0.043, -0.098, 0.119, -0.066, 0.005, 0.105, -0.034, -0.065, 0.118, 0.075, -0.326, -0.054, 0.110, -0.154, -0.003, 0.122, -0.090, -0.069, 0.106, 0.002, 0.090, 0.045, -0.282, 0.107, 0.109, -0.048, 0.096, -0.059, 0.106, -0.067, -0.402, 0.081, 0.121, -0.003, -0.144, -0.133, 0.044, 0.075, 0.066, -0.634, 0.107, 0.124, 0.116, -0.047, 0.073, -0.106, 0.090, 0.105, -0.068, 0.065, 0.120, -0.340, 0.088, -0.157, -0.009, 0.122, 0.006, -0.064, -0.140, -0.074, -0.140, 0.107, -0.003, -0.020, 0.117, 0.113, -0.063, 0.100, 0.120, -0.052, 0.078, -0.336, -0.003, -0.065, 0.105, 0.108, 0.109, -0.289]
}